# 1
C15H20N6O2S in the gas phase at a distorted geometry. Source: OMol25; level of theory: ωB97M-V/def2-TZVPD.

Geometry as XYZ:
```
44
Properties=species:S:1:pos:R:3:forces:R:3:mulliken_charge:R:1
S -3.940 -1.955 4.259 0.46 0.02 -1.15 -0.085
O 2.421 -1.849 -0.522 -0.85 0.50 0.02 -0.189
O -1.249 -2.472 2.920 -0.97 0.27 -1.49 -0.646
N -6.162 -1.780 3.005 0.49 0.24 1.23 -0.526
N 1.430 0.069 -0.989 0.43 0.67 0.27 -0.437
N 3.152 -1.273 -1.574 -0.22 1.08 0.61 -0.372
N -3.031 -2.133 1.546 1.02 0.20 -0.04 -0.169
N 4.429 2.804 -4.344 -0.39 1.31 -1.05 0.026
N -5.228 -1.866 2.026 0.40 0.03 0.68 -0.359
C -4.014 -1.962 2.495 -1.40 -0.38 0.52 0.240
C 4.556 0.688 -3.133 0.41 -0.81 -0.53 -0.282
C -1.701 -2.287 1.781 2.08 0.08 1.55 0.669
C 2.979 2.995 -4.079 0.81 -0.17 0.89 -0.888
C -5.652 -1.780 4.227 -0.76 -0.49 -1.93 0.471
C 3.155 0.941 -2.612 -0.35 0.70 -0.86 0.474
C -6.735 -0.317 5.924 -0.27 0.65 0.31 -1.055
C -0.722 -2.126 0.585 -1.46 0.84 -0.68 -0.533
C 5.385 3.760 -3.730 -1.00 -0.78 0.45 -0.826
C 1.437 -0.968 -0.237 -1.08 -0.66 0.74 0.691
C 0.445 -1.176 0.913 0.75 -0.05 0.09 -0.770
C -6.558 -1.730 5.400 -1.22 -0.62 0.48 -0.260
C 2.459 2.046 -3.001 1.19 -1.74 -0.01 -0.295
C 2.569 -0.096 -1.728 0.84 -0.34 -0.93 -0.283
C 4.833 1.408 -4.470 -0.76 0.31 0.82 -0.971
H 5.313 1.010 -2.397 -0.32 -0.04 -0.10 0.225
H 2.401 2.818 -5.007 0.18 0.08 0.34 0.275
H 1.038 -1.518 1.769 -0.32 -0.26 -0.09 0.327
H -1.303 -1.665 -0.268 0.63 -0.54 0.68 0.260
H 1.476 2.141 -2.589 -0.59 0.33 -0.01 0.513
H -3.353 -1.983 0.606 -0.13 0.02 -0.16 0.286
H 4.991 4.801 -3.781 0.21 -0.79 -0.09 0.292
H 6.360 3.722 -4.244 -0.44 -0.07 0.19 0.270
H -0.384 -3.102 0.250 0.12 -0.14 0.11 0.342
H -7.576 -2.093 5.051 1.38 0.11 0.38 0.246
H 4.310 0.920 -5.326 0.09 0.35 0.63 0.320
H -7.569 -0.239 6.655 0.47 -0.15 -0.55 0.303
H -6.178 -2.370 6.228 -0.37 0.18 -0.62 0.272
H 5.510 3.494 -2.655 0.31 0.41 -0.37 0.320
H 4.754 -0.388 -3.297 -0.30 0.34 0.32 0.393
H 5.895 1.325 -4.677 0.18 0.26 -0.13 0.387
H 0.058 -0.182 1.215 0.23 -0.51 -0.46 0.292
H -6.928 0.375 5.080 0.14 -0.27 0.60 0.340
H -5.826 -0.037 6.462 -0.05 0.37 -0.17 0.296
H 2.753 4.031 -3.737 0.44 -0.54 -0.45 0.414
```
Forces are in eV/Å.

Calculated values
HOMO-LUMO gap	8.6	eV
SMILES	CCc1nnc(NC(=O)CCc2nc(C3=CCN(C)CC3)no2)s1

***

# 2
A molecular structure, C15H20N7PPdS2Se4 at a distorted geometry. Source: OMol25; level of theory: ωB97M-V/def2-TZVPD.

Geometry as XYZ:
```
50
Properties=species:S:1:pos:R:3:forces:R:3:mulliken_spin:R:1
Pd -0.560 12.434 14.293 0.10 0.49 -0.05 0.551
Se -2.959 12.924 14.748 0.36 -0.26 -0.51 0.505
Se -5.968 14.376 11.723 -0.08 -0.14 -0.10 1.051
Se -2.424 12.143 12.739 -0.25 0.37 0.56 0.506
Se -4.836 15.731 12.944 -0.08 0.16 0.09 0.930
S -0.710 10.175 15.543 0.29 0.21 0.28 0.270
S -1.928 8.882 13.133 -0.11 -0.60 -0.13 0.017
P 2.516 14.355 14.116 -0.24 0.62 -1.15 0.001
N -1.814 7.776 15.413 0.18 0.32 -0.75 0.016
N 3.022 12.348 12.205 -0.03 0.05 -0.33 0.000
N 0.904 16.551 13.120 -0.08 -1.64 0.34 0.003
N 0.717 13.144 15.841 0.19 -0.75 0.30 0.042
N 1.186 11.982 13.273 0.02 -0.15 -0.09 0.042
N -0.190 14.659 13.455 -1.12 0.64 0.09 0.116
N 2.396 14.060 16.916 0.67 0.49 -0.63 0.000
C 3.570 14.898 17.299 0.37 -1.55 -0.09 0.000
C -1.128 15.644 13.087 2.23 -0.83 0.40 0.009
C -2.530 6.771 14.678 -0.37 -1.31 0.28 0.002
C -0.402 16.794 12.888 -0.75 -0.05 -0.07 0.008
C 0.994 15.227 13.500 0.39 0.37 -0.17 -0.028
C 1.619 13.460 17.863 0.23 0.57 -1.24 0.000
C 1.859 13.790 15.671 0.09 0.75 1.54 -0.004
C 1.372 10.971 12.374 0.07 -0.22 0.08 -0.003
C -1.465 8.886 14.783 -0.20 0.23 0.26 -0.044
C 4.099 13.064 11.595 1.35 -2.14 -1.39 0.000
C 0.609 12.901 17.166 -2.26 -1.23 0.93 -0.007
C 2.015 17.430 12.773 0.36 -2.69 2.48 0.001
C 2.216 12.821 13.163 -0.51 -0.62 -0.11 -0.009
C 2.536 11.166 11.686 -1.27 1.26 1.63 -0.004
C -2.423 7.095 13.234 0.90 0.90 -1.56 0.006
H -1.482 7.583 16.321 0.27 0.01 1.17 0.003
H -3.337 7.066 12.661 -0.27 -0.49 0.05 0.001
H -1.633 6.523 12.743 -0.21 0.07 -0.10 0.001
H -2.158 15.367 13.009 -0.25 0.36 -0.12 0.012
H 4.472 14.220 17.349 -0.81 1.06 -0.25 0.000
H 2.601 17.496 13.687 0.49 0.26 -0.22 0.000
H 3.363 15.272 18.288 -0.02 0.02 0.33 0.000
H -0.244 12.337 17.571 0.57 0.39 -0.28 0.002
H 4.958 12.341 11.670 -0.45 1.04 -0.68 0.000
H 1.818 13.563 18.896 0.11 -0.09 0.69 0.000
H -2.153 5.766 14.884 0.37 0.21 -0.01 0.000
H 3.685 15.769 16.666 0.13 -0.22 -0.38 0.000
H 1.669 18.351 12.535 -1.06 2.73 -0.92 0.000
H 0.677 10.158 12.308 -0.14 -0.15 -0.06 0.004
H 3.806 13.295 10.549 0.54 -0.11 0.62 0.000
H 2.548 16.954 11.999 0.84 -0.14 -1.00 0.000
H -3.561 6.691 14.951 -0.77 0.48 0.54 0.000
H 4.374 13.932 12.112 0.13 1.23 0.80 0.000
H -0.652 17.797 12.650 -0.62 0.47 -0.37 0.000
H 2.961 10.625 10.893 0.65 -0.37 -0.70 0.000
```
Forces are in eV/Å.

Calculated values
HOMO-LUMO gap (spin up / spin down)	5.8 / 6.6	eV
spin multiplicity	5
net charge	+2

***

# 3
5 unconnected molecules or ions with the total composition C15H20O15 at a distorted geometry. Source: OMol25; level of theory: ωB97M-V/def2-TZVPD.

Geometry as XYZ:
```
50
Properties=species:S:1:pos:R:3:forces:R:3:mulliken_charge:R:1
O -16.716 11.438 -2.570 1.55 -2.00 -0.11 -0.602
O -19.167 2.409 1.825 -5.78 -0.96 0.55 -0.543
O -15.266 9.720 -2.103 1.25 2.11 0.88 -0.405
O -17.609 6.972 3.621 -2.23 -0.68 0.62 -0.346
O -21.176 1.143 1.558 2.88 1.24 0.48 -0.297
O -14.647 8.042 -6.250 0.93 -1.21 0.81 -0.548
O -14.340 5.824 -5.936 0.09 -0.14 -0.10 -0.354
O -16.661 4.953 -1.269 -0.05 1.28 -0.09 -0.194
O -13.013 7.236 -4.908 0.50 1.17 0.86 -0.385
O -21.270 3.346 2.238 2.15 -2.76 0.74 -0.239
O -15.640 7.241 2.757 1.12 -0.24 -0.79 -0.363
O -14.481 4.949 -2.055 -2.46 -0.71 0.85 -0.540
O -16.174 8.266 4.709 -0.01 -1.97 -1.87 -0.588
O -16.967 9.398 -3.365 -1.62 -1.62 -1.95 -0.374
O -15.561 3.090 -1.425 1.67 -0.99 -0.71 -0.382
C -15.098 8.395 -2.500 -1.45 -0.77 1.18 -0.001
C -22.508 2.908 1.778 -2.31 0.88 -2.23 -0.350
C -16.515 8.091 -3.050 1.57 -0.11 -0.54 -0.120
C -17.570 4.000 -0.755 0.07 -2.72 -0.82 0.195
C -14.043 7.126 -5.742 -1.11 0.81 -0.89 0.723
C -16.324 6.442 1.773 -0.09 -0.51 1.49 0.059
C -16.420 7.498 3.785 0.67 3.61 2.49 0.577
C -16.308 10.291 -2.694 -1.22 3.28 1.08 0.589
C -13.424 5.034 -5.205 0.41 -1.67 1.14 -0.208
C -12.610 5.987 -4.347 0.50 -0.05 -0.75 -0.045
C -17.607 6.046 2.594 1.00 -0.94 -2.42 -0.152
C -15.480 4.382 -1.635 1.26 1.08 -0.30 0.611
C -16.826 2.666 -1.026 -0.31 0.08 1.50 -0.479
C -20.430 2.286 1.914 3.76 0.60 -0.91 0.571
C -22.556 1.405 1.623 -0.02 0.28 1.48 -0.259
H -18.495 3.848 -1.311 -0.19 1.34 0.09 0.276
H -12.759 5.895 -3.271 -0.49 0.41 -0.19 0.158
H -17.718 3.934 0.323 -0.16 1.38 -0.06 -0.085
H -16.733 2.253 -0.022 0.12 -0.96 -0.45 0.237
H -22.992 0.931 2.503 0.12 -0.30 0.03 0.252
H -12.753 4.417 -5.803 -0.26 0.35 -0.72 0.262
H -14.268 8.311 -3.201 -0.19 -0.21 0.09 0.269
H -23.054 1.032 0.728 0.09 0.31 0.01 0.256
H -13.933 4.318 -4.560 -0.46 0.18 -0.12 0.167
H -16.440 7.033 0.864 -0.19 -0.17 0.09 0.117
H -17.231 1.965 -1.756 -0.11 0.21 0.11 0.355
H -23.347 3.325 2.336 0.29 0.16 -0.09 0.323
H -17.497 5.018 2.939 0.05 0.05 0.46 0.176
H -17.223 7.672 -2.335 0.28 -0.29 -0.05 0.191
H -22.452 3.234 0.739 -1.08 0.64 -0.16 0.282
H -18.475 6.024 1.934 -0.34 0.64 0.47 0.310
H -15.001 7.861 -1.555 0.79 -0.45 -0.38 0.138
H -15.712 5.549 1.647 0.02 0.18 -0.57 0.199
H -16.324 7.476 -3.930 -0.99 0.06 -0.18 0.273
H -11.543 5.870 -4.533 -0.01 0.10 -0.03 0.293
```
Forces are in eV/Å.

Calculated values
HOMO-LUMO gap	10.1	eV
SMILES	O=C1OCCO1.O=C1OCCO1.O=C1OCCO1.O=C1OCCO1.O=C1OCCO1

***

# 4
A molecular structure, C15H21AlBBr3ClF12KLiN2NaO4 at a distorted geometry. Source: OMol25; level of theory: ωB97M-V/def2-TZVPD.

Geometry as XYZ:
```
63
Properties=species:S:1:pos:R:3:forces:R:3:mulliken_charge:R:1
Br 1.752 -1.710 -5.941 0.00 -0.15 0.05 -0.141
Br 4.472 0.018 -5.989 -0.78 -0.44 0.54 0.098
Br 3.486 -1.360 -3.248 -0.17 0.06 0.01 0.307
K -3.209 -2.421 2.629 4.72 -6.83 -6.08 1.014
Cl -3.686 3.447 0.785 3.60 0.63 -2.28 -0.521
Al 0.683 1.505 0.383 -2.13 0.60 0.55 1.091
Na 5.613 -2.345 -0.804 1.98 1.09 -0.39 0.855
F -5.535 0.566 0.023 -0.02 2.54 4.10 -0.229
F -0.444 2.904 0.255 2.08 -1.97 -0.05 -0.475
F 1.230 1.330 2.090 -0.13 -0.13 -2.11 -0.558
F 2.110 1.785 -0.679 -1.01 -0.72 0.77 -0.532
F -5.380 2.593 1.711 -4.58 -6.27 0.05 -0.117
F -0.875 -2.094 0.188 -0.41 -2.13 0.21 -0.858
F 10.236 -0.016 -2.477 -1.33 0.25 1.31 -0.397
F -0.164 0.002 -0.133 2.30 3.06 0.24 -0.388
F 8.722 1.660 -1.746 0.52 -1.81 0.42 -0.404
F -2.532 0.604 1.810 -3.61 -0.20 1.91 -0.173
F 10.101 0.538 -0.172 -1.18 -0.42 -1.52 -0.398
F 8.314 -0.620 -1.222 -0.12 0.01 -0.03 -0.330
O -6.559 0.532 6.438 -3.68 1.69 0.13 -0.357
O -8.536 -0.499 5.882 0.78 2.98 1.55 -0.347
O -8.702 1.436 7.535 5.25 -6.22 -5.65 -0.509
O 1.470 -2.943 0.584 1.78 0.30 0.01 -0.373
N 1.260 3.318 -3.929 -0.12 -0.12 -0.15 0.076
N 3.153 -3.460 -0.707 1.32 -1.28 -1.64 0.200
C -7.545 -0.900 4.835 -0.99 0.85 0.76 -0.358
C 2.942 -0.550 -4.930 0.64 0.97 -0.60 -0.180
C 2.259 3.609 -4.821 0.13 -0.21 0.01 -0.642
C 2.580 -2.587 0.244 -4.70 1.80 3.31 0.409
C -4.988 1.235 1.251 3.85 1.23 0.47 0.016
C -8.000 0.611 6.737 -2.13 1.48 1.47 0.561
C 3.281 -1.339 0.681 0.27 -0.71 -0.23 -0.222
C -4.600 -0.592 3.249 1.74 1.99 0.22 -0.961
C 4.059 -4.455 -0.092 0.41 -0.65 -0.20 -0.933
C -4.007 0.444 2.083 -1.60 -0.38 -1.45 0.103
C 1.676 3.899 -6.034 0.35 -0.10 -0.03 -0.403
C 0.275 3.784 -5.866 -0.29 -0.13 0.13 -0.446
C -4.931 0.211 4.643 -0.38 0.90 -0.06 -0.687
C 0.046 3.427 -4.556 0.01 -0.10 0.07 -0.502
C -6.528 0.379 4.975 0.97 -1.13 -0.26 0.212
B 9.343 0.391 -1.404 1.35 1.36 -0.13 0.543
Li 0.570 -3.565 -4.432 -0.18 0.51 0.03 0.868
H 2.341 -3.950 -1.100 0.00 0.16 -0.30 0.422
H -4.461 1.299 4.524 -1.13 -2.39 0.24 0.375
H 4.852 -3.927 0.444 -0.26 -0.37 0.38 0.436
H 2.373 0.352 -4.681 0.04 -0.28 0.11 0.265
H -8.185 -0.927 3.845 1.62 -0.05 1.91 0.268
H 1.397 3.063 -2.959 -0.08 0.16 0.00 0.206
H -7.007 1.307 4.447 0.92 -1.75 0.95 0.260
H 4.331 -1.366 0.377 0.02 0.52 0.32 0.099
H -4.428 -0.252 5.602 -1.08 0.57 -1.95 0.355
H 3.655 -2.915 -1.411 -0.70 -0.36 -0.75 -0.419
H 3.477 -5.089 0.583 0.23 0.27 0.00 0.335
H 4.485 -5.052 -0.902 0.04 -0.11 0.20 0.443
H 3.297 3.584 -4.517 -0.14 0.11 -0.03 0.460
H -7.228 -1.957 5.223 0.08 2.04 -1.19 0.229
H -0.874 3.241 -4.018 0.15 0.09 -0.05 0.445
H -5.491 -1.215 2.813 1.34 1.13 0.86 0.509
H -3.700 -1.343 3.468 -5.43 7.59 3.73 0.348
H 2.799 -0.472 0.223 -0.11 0.23 0.00 -0.108
H 2.202 4.165 -6.941 -0.06 0.01 0.16 0.416
H 3.236 -1.263 1.771 -0.10 0.18 -0.19 0.341
H -0.485 3.945 -6.619 0.11 0.01 0.16 0.403
```
Forces are in eV/Å.

Calculated values
HOMO-LUMO gap	1.4	eV